DFT (ωB97M-V/def2-TZVPD) results for 2 unconnected molecules or ions with the total composition C3H7NO3 at a distorted geometry.

```
! RIJCOSX wB97M-V def2-TZVPD def2/J DEFGRID3
* xyz 0 1
C -1.525 0.627 2.033
N -0.567 -0.211 1.539
C 0.412 0.254 0.549
C 0.027 -0.296 -0.817
O -0.571 0.308 -1.649
O -1.415 1.827 2.023
H -2.384 0.098 2.466
H -0.753 -1.187 1.462
H 0.427 1.337 0.609
H 1.425 -0.058 0.801
H 0.486 -1.293 -1.000
H 3.037 -2.476 -3.418
H 2.027 -1.314 -3.019
O 2.810 -1.808 -2.769
*
```

Values from the calculation:
HOMO-LUMO gap   10.38 eV
Structure (SMILES)   O=CCNC=O.O
HOMO level   -0.361 hartree
Energy above the lowest of the compared OMol25 structures with the same formula, charge and spin   45.45 kcal per mole

natural (NBO) population analysis, charges in e, atoms 1 to 2:
1 C 0.529
2 N -0.609



DFT (ωB97M-V/def2-TZVPD) results for a single C3H7NO3 molecule at a distorted geometry.

```
! RIJCOSX wB97M-V def2-TZVPD def2/J DEFGRID3
* xyz 0 1
C 1.523 1.405 -0.259
C -1.006 -2.017 -0.860
C -0.498 -0.070 0.307
N 0.542 0.912 0.588
O 0.133 1.762 1.663
O -1.325 -0.329 1.180
O -0.384 -0.677 -0.812
H 2.303 1.669 0.504
H 1.161 2.187 -0.938
H 1.886 0.519 -0.706
H -2.172 -1.843 -0.664
H -0.576 -2.566 -0.073
H -0.886 -2.316 -1.863
H -0.701 1.365 1.934
*
```

Values from the calculation:
HOMO-LUMO gap   9.49 eV
Structure (SMILES)   COC(=O)N(C)O
HOMO level   -0.320 hartree
Energy above the lowest of the compared OMol25 structures with the same formula, charge and spin   82.79 kcal per mole

natural (NBO) population analysis, charges in e, atoms 1 to 2:
1 C -0.422
2 C -0.248



DFT (ωB97M-V/def2-TZVPD) results for 2 unconnected molecules or ions with the total composition C3H7NO3 at a distorted geometry.

```
! RIJCOSX wB97M-V def2-TZVPD def2/J DEFGRID3
* xyz 0 1
C -0.102 1.961 2.090
N -0.436 1.062 1.133
C 0.464 -0.010 0.780
C 0.700 -0.090 -0.729
O 0.037 0.498 -1.529
O 1.010 2.093 2.552
H -0.924 2.603 2.442
H -1.427 0.987 0.936
H 1.413 0.258 1.256
H 0.149 -0.980 1.160
H 1.580 -0.736 -0.892
H -0.243 -2.071 -2.900
H -1.309 -2.832 -3.587
O -0.914 -2.742 -2.711
*
```

Values from the calculation:
HOMO-LUMO gap   10.72 eV
Structure (SMILES)   O=CCNC=O.O
HOMO level   -0.368 hartree
Energy above the lowest of the compared OMol25 structures with the same formula, charge and spin   39.75 kcal per mole

natural (NBO) population analysis, charges in e, atoms 1 to 2:
1 C 0.528
2 N -0.609



DFT (ωB97M-V/def2-TZVPD) results for a molecular structure, C3H7NO3 at a distorted geometry.

```
! RIJCOSX wB97M-V def2-TZVPD def2/J DEFGRID3
* xyz 0 1
C 0.716 0.874 -1.656
C -0.177 0.779 0.595
C -0.856 -1.517 1.209
H 0.469 0.694 -2.677
H 0.761 2.077 -1.299
H 1.783 0.525 -1.229
H -1.135 0.278 1.114
H -0.061 1.779 0.924
H 0.232 -1.363 -0.507
H -1.438 -0.528 2.008
N 0.678 -1.616 0.462
O -0.374 0.589 -0.851
O 1.015 -0.135 0.888
O -1.611 -2.435 1.019
*
```

Values from the calculation:
HOMO-LUMO gap   9.74 eV
HOMO level   -0.357 hartree
Energy above the lowest of the compared OMol25 structures with the same formula, charge and spin   213.26 kcal per mole

natural (NBO) population analysis, charges in e, atoms 1 to 2:
1 C -0.268
2 C 0.187